No. 1
6 unconnected molecules or ions with the total composition C23H54BN3O25P6 in a non-equilibrium geometry, computed with ωB97M-V/def2-TZVPD.

Values from the calculation:
SMILES string: N=P(O)(O)c1ccc(B(N)O)c2c1C(=O)NC2=O.COP(=O)(OC)OC.COP(=O)(OC)OC.COP(=O)(OC)OC.COP(=O)(OC)OC.COP(=O)(OC)OC
Kohn-Sham gap in eV: 6.44
Total charge: 0
Largest force on an atom in eV Å⁻¹: 10.28
LUMO energy in eV: -2.83
Total energy in eV: -136780.1390

Positions of all 112 atoms, in Å:
N: -2.063 -4.827 -9.001
P: -0.552 -4.419 -8.698
O: 0.143 -5.532 -7.595
O: 0.426 -4.363 -10.109
C: -0.383 -2.706 -7.905
C: -1.557 -1.657 -7.888
C: -1.303 -0.247 -7.240
C: 0.108 0.096 -6.627
B: 0.349 1.577 -6.006
N: 0.174 2.748 -6.956
O: 0.724 1.706 -4.628
C: 1.251 -0.944 -6.606
C: 0.964 -2.327 -7.250
C: 2.326 -3.130 -7.049
O: 2.750 -4.198 -7.523
N: 3.109 -2.344 -6.048
C: 2.734 -0.898 -6.031
O: 3.468 0.046 -5.683
H: -2.681 -4.063 -8.687
H: -0.473 -6.310 -7.651
H: -0.075 -4.727 -10.873
H: -2.581 -1.908 -8.340
H: -2.105 0.561 -7.196
H: -0.209 2.348 -7.839
H: 1.150 2.998 -7.217
H: 1.355 2.467 -4.584
H: 2.988 -2.787 -5.112
C: 2.677 -0.194 -1.818
O: 1.620 -0.631 -0.978
P: 1.310 -2.311 -0.810
O: 2.581 -2.746 -1.530
O: 0.077 -2.242 -1.905
C: -0.578 -1.022 -2.242
O: 0.912 -3.959 -0.518
C: -0.181 -4.157 0.377
H: 2.663 0.900 -1.831
H: 3.643 -0.514 -1.423
H: 2.534 -0.554 -2.839
H: 0.013 -0.486 -2.988
H: -0.753 -0.397 -1.368
H: -1.547 -1.264 -2.692
H: -1.092 -3.710 -0.029
H: 0.048 -3.712 1.349
H: -0.339 -5.229 0.505
C: 1.687 1.121 1.204
O: 1.219 1.126 2.546
P: -0.376 1.664 2.878
O: -0.801 1.710 1.414
O: 0.167 3.154 3.334
C: 1.519 3.388 3.720
O: -1.962 2.133 3.354
C: -2.213 2.038 4.756
H: 2.735 0.807 1.213
H: 1.126 0.404 0.603
H: 1.631 2.122 0.771
H: 2.135 3.522 2.829
H: 1.909 2.585 4.342
H: 1.559 4.318 4.296
H: -1.541 2.698 5.311
H: -2.076 1.007 5.091
H: -3.243 2.340 4.950
C: 7.161 5.338 2.623
O: 6.600 6.619 2.869
P: 4.894 6.792 2.940
O: 4.639 5.289 2.930
O: 4.859 7.344 1.384
C: 6.005 7.897 0.744
O: 3.195 7.052 3.023
C: 2.813 8.401 3.283
H: 8.246 5.456 2.556
H: 6.945 4.657 3.449
H: 6.796 4.932 1.678
H: 6.634 7.090 0.362
H: 6.572 8.543 1.411
H: 5.667 8.493 -0.109
H: 3.163 9.059 2.483
H: 3.228 8.731 4.239
H: 1.724 8.454 3.332
C: -5.819 4.175 7.379
O: -4.969 4.576 8.443
P: -3.664 3.563 8.907
O: -3.798 2.630 7.710
O: -4.533 2.953 10.172
C: -5.664 3.626 10.715
O: -2.306 2.661 9.457
C: -1.587 3.265 10.531
H: -6.612 4.921 7.286
H: -5.270 4.147 6.435
H: -6.275 3.207 7.594
H: -6.545 3.409 10.106
H: -5.503 4.699 10.790
H: -5.846 3.234 11.720
H: -2.231 3.375 11.408
H: -1.210 4.244 10.225
H: -0.743 2.625 10.791
C: -0.630 -6.793 -2.731
O: -1.699 -7.139 -1.862
P: -2.070 -8.793 -1.597
O: -0.820 -9.316 -2.294
O: -3.315 -8.739 -2.683
C: -3.926 -7.517 -3.080
O: -2.527 -10.407 -1.208
C: -3.618 -10.511 -0.296
H: -0.599 -5.703 -2.811
H: 0.324 -7.128 -2.320
H: -0.792 -7.209 -3.728
H: -3.327 -7.046 -3.862
H: -4.065 -6.839 -2.241
H: -4.909 -7.747 -3.504
H: -4.516 -10.054 -0.720
H: -3.365 -10.020 0.648
H: -3.815 -11.566 -0.104

=====

No. 2
3 unconnected molecules or ions with the total composition C23H54F3N4O7SSi in a non-equilibrium geometry, computed with ωB97M-V/def2-TZVPD.

Values from the calculation:
Kohn-Sham gap in eV: 7.41
Total charge: +1
Largest force on an atom in eV Å⁻¹: 1.72
LUMO energy in eV: -2.76
Total energy in eV: -71875.8276

Positions of all 93 atoms, in Å:
C: 1.068 -2.579 2.508
C: 0.921 -3.338 1.199
C: 2.284 -3.317 0.466
C: 0.526 -4.799 1.466
C: -0.980 -5.030 1.478
S: -1.340 -6.525 2.515
O: -2.556 -7.079 1.983
O: -0.214 -7.388 2.558
C: -1.747 -5.881 4.226
F: -0.908 -4.892 4.559
F: -3.009 -5.418 4.192
F: -1.641 -6.919 5.059
N: -1.529 -5.274 0.110
C: -2.912 -4.615 0.026
N: -3.857 -5.642 -0.296
C: -3.014 -4.036 1.435
Si: -4.222 -2.596 1.823
C: -4.039 -1.151 0.658
C: -3.866 -2.117 3.601
C: -5.931 -3.353 1.650
O: -1.658 -3.909 1.898
H: 1.358 -1.562 2.293
H: 0.172 -2.610 3.113
H: 1.892 -3.025 3.051
H: 0.196 -2.838 0.570
H: 2.945 -2.633 0.971
H: 2.770 -4.284 0.486
H: 2.158 -3.006 -0.561
H: 0.944 -5.409 0.673
H: 0.975 -5.128 2.389
H: -1.602 -6.265 -0.151
H: -0.830 -4.859 -0.509
H: -2.932 -3.935 -0.813
H: -4.246 -6.066 0.540
H: -4.642 -5.242 -0.791
H: -3.464 -4.856 1.999
H: -4.330 -1.405 -0.354
H: -3.052 -0.707 0.658
H: -4.719 -0.375 0.992
H: -2.854 -2.436 3.826
H: -3.921 -1.048 3.744
H: -4.508 -2.654 4.287
H: -5.952 -4.306 2.164
H: -6.660 -2.684 2.084
H: -6.192 -3.536 0.616
C: 6.183 0.397 -3.738
O: 5.642 1.579 -3.180
C: 4.707 2.250 -4.016
C: 3.307 2.164 -3.450
N: 2.781 0.805 -3.528
C: 1.537 0.606 -2.795
C: 1.559 0.792 -1.282
O: 2.310 -0.193 -0.581
C: 3.700 0.069 -0.481
H: 6.995 0.072 -3.090
H: 5.441 -0.407 -3.796
H: 6.589 0.580 -4.737
H: 4.744 1.865 -5.038
H: 5.002 3.302 -4.047
H: 2.651 2.830 -4.017
H: 3.347 2.532 -2.416
H: 3.474 0.163 -3.170
H: 1.204 -0.417 -2.999
H: 0.778 1.275 -3.214
H: 0.529 0.679 -0.928
H: 1.871 1.797 -0.990
H: 3.910 1.140 -0.441
H: 4.255 -0.382 -1.308
H: 4.059 -0.388 0.442
C: -2.667 7.053 0.525
O: -2.001 7.435 -0.662
C: -0.974 8.402 -0.473
C: 0.394 7.804 -0.714
N: 0.751 6.851 0.331
C: 1.950 6.067 0.054
C: 1.935 5.129 -1.148
O: 1.049 4.028 -1.022
C: -0.294 4.280 -1.398
H: -3.526 6.449 0.237
H: -2.026 6.454 1.182
H: -3.026 7.925 1.077
H: -1.036 8.854 0.521
H: -1.138 9.194 -1.208
H: 1.136 8.607 -0.728
H: 0.378 7.341 -1.710
H: -0.024 6.217 0.474
H: 2.148 5.461 0.942
H: 2.795 6.753 -0.054
H: 2.935 4.693 -1.228
H: 1.753 5.656 -2.091
H: -0.362 5.023 -2.196
H: -0.896 4.603 -0.545
H: -0.716 3.341 -1.761

=====

No. 3
3 unconnected molecules or ions with the total composition C23H54IO8P2S2, computed with ωB97M-V/def2-TZVPD.

Values from the calculation:
Kohn-Sham gap in eV: 8.81
Total charge: +1
Largest force on an atom in eV Å⁻¹: 0.60
LUMO energy in eV: -3.75
Total energy in eV: -89449.8430

Positions of all 90 atoms, in Å:
C: 4.624 -1.511 3.161
C: 5.514 -1.513 1.917
C: 5.002 -0.567 0.813
C: 5.661 0.828 0.828
C: 4.706 1.959 1.217
C: 3.770 2.380 0.085
C: 2.854 3.540 0.494
C: 1.553 3.062 1.141
C: 0.705 4.198 1.746
C: -0.559 4.577 0.949
C: -1.875 4.371 1.707
C: -2.038 2.935 2.221
C: -2.482 2.005 1.075
C: -1.701 0.681 1.041
P: -1.886 -0.196 -0.536
I: -0.920 1.193 -2.219
C: -3.631 -0.296 -1.019
C: -4.493 -1.068 -0.011
O: -3.656 -1.861 0.833
P: -0.885 -2.191 -0.720
C: 0.838 -1.609 -0.989
O: -0.823 -2.725 0.825
H: 5.094 -2.031 3.998
H: 3.675 -2.011 2.952
H: 4.399 -0.489 3.482
H: 5.574 -2.532 1.525
H: 6.527 -1.215 2.201
H: 3.917 -0.443 0.942
H: 5.140 -1.044 -0.160
H: 6.084 1.060 -0.156
H: 6.505 0.824 1.524
H: 5.286 2.838 1.517
H: 4.123 1.643 2.093
H: 3.149 1.529 -0.229
H: 4.383 2.671 -0.774
H: 2.608 4.170 -0.367
H: 3.389 4.158 1.223
H: 1.799 2.332 1.922
H: 0.974 2.526 0.373
H: 1.331 5.091 1.828
H: 0.446 3.936 2.775
H: -0.488 5.628 0.661
H: -0.608 4.000 0.016
H: -1.998 5.106 2.505
H: -2.702 4.553 1.009
H: -2.784 2.915 3.018
H: -1.102 2.569 2.651
H: -2.322 2.523 0.123
H: -3.553 1.793 1.148
H: -0.630 0.858 1.198
H: -2.049 0.005 1.830
H: -3.659 -0.754 -2.011
H: -3.978 0.735 -1.142
H: -5.163 -1.736 -0.555
H: -5.112 -0.388 0.576
H: -3.815 -1.590 1.747
H: 1.487 -2.423 -0.660
H: 1.105 -0.690 -0.461
H: 0.974 -1.443 -2.060
H: -0.696 -2.077 1.529
O: 2.705 0.466 -5.676
S: 2.746 1.457 -6.713
O: 3.222 2.767 -6.397
O: 1.292 1.558 -7.362
C: 0.200 1.712 -6.432
C: 0.059 3.134 -5.930
C: 3.593 0.840 -8.121
H: 0.350 1.005 -5.614
H: -0.685 1.402 -6.984
H: 0.915 3.430 -5.324
H: -0.847 3.220 -5.325
H: -0.016 3.832 -6.762
H: 3.197 -0.141 -8.367
H: 4.643 0.776 -7.845
H: 3.457 1.542 -8.940
O: -3.541 -7.307 2.680
S: -3.706 -5.932 3.036
O: -3.263 -5.474 4.317
O: -5.226 -5.521 2.819
C: -6.236 -6.396 3.398
C: -6.389 -6.195 4.888
C: -3.012 -4.891 1.801
H: -5.983 -7.426 3.147
H: -7.146 -6.130 2.864
H: -5.504 -6.524 5.430
H: -7.244 -6.773 5.240
H: -6.560 -5.144 5.120
H: -3.373 -5.201 0.824
H: -1.932 -5.007 1.863
H: -3.302 -3.869 2.016

=====

No. 4
4 unconnected molecules or ions with the total composition C23H55BNO4P2 in a non-equilibrium geometry, computed with ωB97M-V/def2-TZVPD.

Values from the calculation:
Kohn-Sham gap in eV: 5.85
Total charge: -1
Largest force on an atom in eV Å⁻¹: 3.13
LUMO energy in eV: 2.18
Total energy in eV: -53680.2786

Positions of all 86 atoms, in Å:
C: 2.392 1.042 -5.913
C: 1.889 1.647 -4.863
C: 2.324 1.455 -3.424
B: 3.727 2.219 -2.999
C: 4.821 2.370 -4.215
C: 6.229 2.765 -3.782
O: 7.026 1.996 -3.403
O: 6.627 4.064 -3.868
P: 3.334 4.013 -2.353
O: 4.488 4.698 -1.668
P: 4.500 1.264 -1.451
N: 4.314 -0.479 -1.715
O: 3.507 1.731 -0.159
H: 2.159 1.438 -6.899
H: 2.986 0.133 -5.861
H: 1.053 2.325 -5.049
H: 1.516 1.881 -2.801
H: 2.317 0.372 -3.217
H: 4.946 1.396 -4.705
H: 4.513 3.086 -4.993
H: 5.866 4.604 -4.130
H: 2.287 3.918 -1.378
H: 2.882 4.817 -3.458
H: 4.511 -0.668 -2.699
H: 3.328 -0.751 -1.620
H: 2.590 1.451 -0.314
C: 0.194 3.213 1.839
C: 1.582 3.186 2.473
C: 1.795 2.009 3.423
C: 0.874 1.984 4.646
C: 0.938 3.227 5.531
C: 2.312 3.456 6.153
H: -0.592 3.330 2.590
H: 0.111 4.049 1.143
H: 0.001 2.293 1.284
H: 1.769 4.133 2.988
H: 2.327 3.121 1.675
H: 2.837 2.007 3.752
H: 1.655 1.076 2.868
H: 1.127 1.105 5.249
H: -0.161 1.836 4.320
H: 0.205 3.117 6.336
H: 0.639 4.114 4.965
H: 2.613 2.597 6.758
H: 2.293 4.334 6.803
H: 3.076 3.627 5.394
C: -0.090 -0.977 1.100
C: -0.193 -1.431 2.552
C: -0.555 -2.908 2.699
C: -1.920 -3.295 2.128
C: -3.108 -2.530 2.709
C: -3.300 -2.757 4.205
H: -1.044 -1.074 0.578
H: 0.207 0.071 1.050
H: 0.657 -1.564 0.561
H: -0.915 -0.804 3.084
H: 0.773 -1.263 3.038
H: -0.511 -3.180 3.758
H: 0.211 -3.512 2.203
H: -2.073 -4.367 2.295
H: -1.912 -3.160 1.042
H: -4.015 -2.854 2.188
H: -3.008 -1.459 2.509
H: -3.444 -3.818 4.422
H: -4.181 -2.219 4.561
H: -2.444 -2.401 4.780
C: -2.991 -3.734 -4.065
C: -4.418 -3.252 -3.825
C: -4.523 -2.187 -2.734
C: -4.087 -2.642 -1.340
C: -4.836 -3.855 -0.789
C: -6.330 -3.608 -0.603
H: -2.573 -4.213 -3.178
H: -2.967 -4.464 -4.876
H: -2.341 -2.901 -4.342
H: -5.060 -4.105 -3.588
H: -4.805 -2.828 -4.756
H: -5.555 -1.824 -2.692
H: -3.914 -1.324 -3.021
H: -4.213 -1.803 -0.647
H: -3.016 -2.865 -1.348
H: -4.404 -4.115 0.182
H: -4.684 -4.725 -1.433
H: -6.505 -2.768 0.072
H: -6.810 -4.489 -0.173
H: -6.825 -3.395 -1.552

=====

No. 5
5 unconnected molecules or ions with the total composition C23H55FN3O18P4S in a non-equilibrium geometry, computed with ωB97M-V/def2-TZVPD.

Values from the calculation:
Kohn-Sham gap in eV: 6.27
Total charge: +1
Largest force on an atom in eV Å⁻¹: 9.11
LUMO energy in eV: -4.91
Total energy in eV: -116763.9562

Positions of all 105 atoms, in Å:
C: -1.948 4.450 -5.630
C: -2.334 3.056 -6.217
C: -3.278 3.357 -7.422
C: -1.010 2.376 -6.710
C: -0.786 0.938 -6.171
C: -0.349 0.886 -4.714
C: 0.889 1.454 -4.321
C: 1.895 2.093 -5.244
C: 2.556 1.059 -6.261
N: 2.663 1.661 -7.593
C: 1.170 1.364 -2.940
N: 0.258 0.769 -2.180
N: -0.859 0.217 -2.499
C: -1.194 0.262 -3.755
S: -2.778 -0.545 -4.142
O: -3.375 -0.844 -2.902
O: -3.561 0.256 -5.002
F: -2.355 -1.911 -4.779
H: -2.874 4.971 -5.359
H: -1.247 4.360 -4.786
H: -1.470 5.073 -6.404
H: -2.835 2.478 -5.433
H: -2.699 3.573 -8.330
H: -3.800 4.296 -7.185
H: -4.028 2.574 -7.573
H: -0.191 3.070 -6.508
H: -1.084 2.307 -7.806
H: 0.003 0.462 -6.777
H: -1.698 0.367 -6.364
H: 2.722 2.439 -4.601
H: 1.535 2.980 -5.767
H: 3.567 0.851 -5.888
H: 2.000 0.113 -6.269
H: 3.161 2.541 -7.471
H: 1.726 1.945 -7.874
H: 2.096 1.762 -2.527
H: 0.477 0.742 -1.181
C: -4.588 6.395 0.654
O: -3.991 5.089 0.547
P: -2.339 5.004 0.700
O: -1.949 5.847 -0.478
O: -2.367 3.414 0.369
C: -2.835 2.990 -0.903
O: -0.884 4.865 1.472
C: 0.257 4.657 0.660
H: -5.616 6.273 0.987
H: -4.056 7.020 1.368
H: -4.585 6.872 -0.325
H: -2.644 3.738 -1.676
H: -3.902 2.774 -0.856
H: -2.307 2.071 -1.162
H: 0.617 5.608 0.271
H: 0.045 3.970 -0.163
H: 1.029 4.220 1.295
C: 4.520 -0.398 1.745
O: 4.889 -1.549 0.971
P: 4.474 -1.557 -0.654
O: 2.979 -1.519 -0.352
O: 5.054 -3.059 -0.783
C: 4.561 -4.079 0.091
O: 4.217 -1.492 -2.311
C: 3.142 -2.297 -2.806
H: 5.202 -0.315 2.588
H: 4.575 0.514 1.154
H: 3.509 -0.530 2.124
H: 3.529 -3.888 0.387
H: 5.190 -4.149 0.976
H: 4.606 -5.025 -0.448
H: 2.193 -1.773 -2.687
H: 3.098 -3.265 -2.310
H: 3.318 -2.461 -3.870
C: 5.144 -3.110 7.140
O: 4.046 -3.931 6.710
P: 3.358 -3.561 5.238
O: 2.885 -2.169 5.549
O: 2.228 -4.696 5.449
C: 1.315 -4.576 6.543
O: 3.144 -3.587 3.595
C: 1.953 -2.997 3.099
H: 5.759 -3.693 7.822
H: 5.755 -2.787 6.299
H: 4.757 -2.239 7.667
H: 1.133 -3.533 6.806
H: 1.704 -5.111 7.409
H: 0.373 -5.032 6.247
H: 2.080 -1.919 3.013
H: 1.094 -3.223 3.730
H: 1.770 -3.405 2.104
C: -4.261 -2.967 3.875
O: -3.584 -2.375 4.996
P: -3.104 -3.413 6.213
O: -4.453 -3.921 6.628
O: -2.594 -2.167 7.112
C: -3.540 -1.193 7.548
O: -2.117 -4.462 7.020
C: -2.477 -4.820 8.350
H: -4.111 -2.325 3.008
H: -3.874 -3.959 3.653
H: -5.327 -3.029 4.090
H: -4.531 -1.628 7.678
H: -3.588 -0.373 6.832
H: -3.197 -0.803 8.505
H: -3.214 -5.620 8.333
H: -2.861 -3.965 8.906
H: -1.574 -5.182 8.841